{
  "formula": "C15H45N5O15S5",
  "method": "the ωB97M-V functional and the def2-TZVPD basis",
  "lumo_energy_ev": -0.029,
  "energy_ha": -3991.1503,
  "e_above_lowest_kcal_mol": 15.8,
  "homo_lumo_gap_ev": 8.78,
  "elements": ["C", "N", "O", "O", "H", "H", "H", "C", "N", "O", "O", "H", "H", "H", "C", "N", "O", "O", "H", "H", "H", "C", "N", "O", "O", "H", "H", "H", "C", "N", "O", "O", "H", "H", "H", "C", "S", "O", "C", "H", "H", "H", "H", "H", "H", "C", "S", "O", "C", "H", "H", "H", "H", "H", "H", "C", "S", "O", "C", "H", "H", "H", "H", "H", "H", "C", "S", "O", "C", "H", "H", "H", "H", "H", "H", "C", "S", "O", "C", "H", "H", "H", "H", "H", "H"],
  "positions_angstrom": [[9.726, 16.890, 14.648], [10.208, 16.554, 16.101], [9.678, 17.022, 17.110], [11.063, 15.659, 16.068], [10.652, 16.877, 14.136], [9.024, 17.700, 14.639], [9.319, 15.921, 14.403], [12.567, 8.032, 10.662], [13.556, 9.114, 10.811], [14.646, 8.834, 11.321], [13.237, 10.230, 10.409], [13.038, 7.442, 9.956], [11.630, 8.511, 10.387], [12.587, 7.633, 11.699], [8.471, 10.485, 12.996], [8.454, 10.191, 11.536], [9.539, 9.994, 10.959], [7.340, 10.182, 11.017], [8.377, 11.596, 13.072], [9.395, 10.133, 13.384], [7.672, 9.853, 13.432], [15.081, 10.552, 13.985], [15.426, 11.810, 14.642], [14.708, 12.753, 14.246], [16.255, 11.886, 15.495], [15.320, 10.636, 12.928], [13.993, 10.462, 14.183], [15.538, 9.752, 14.494], [8.734, 15.434, 10.909], [7.216, 15.275, 11.038], [6.687, 14.567, 10.227], [6.642, 15.758, 12.023], [9.081, 14.620, 11.565], [8.923, 16.397, 11.388], [9.102, 15.201, 9.930], [7.132, 12.795, 18.626], [8.392, 12.941, 17.217], [9.131, 11.607, 17.176], [7.233, 12.763, 15.892], [6.495, 11.877, 18.605], [6.419, 13.633, 18.609], [7.689, 12.987, 19.587], [6.499, 13.572, 15.906], [6.674, 11.861, 16.023], [7.791, 12.833, 14.967], [12.292, 12.921, 19.329], [13.818, 12.518, 18.436], [13.162, 11.632, 17.360], [14.167, 14.095, 17.538], [12.330, 13.765, 20.069], [12.122, 12.064, 19.970], [11.503, 12.995, 18.623], [13.183, 14.269, 17.104], [14.893, 13.747, 16.818], [14.422, 14.938, 18.103], [10.643, 8.889, 16.550], [11.524, 8.085, 15.197], [11.509, 9.064, 14.120], [13.149, 8.319, 15.955], [9.590, 8.890, 16.241], [11.134, 9.820, 16.674], [10.818, 8.266, 17.443], [13.886, 8.139, 15.218], [13.351, 7.739, 16.890], [13.188, 9.420, 16.225], [14.288, 14.228, 10.708], [16.129, 14.183, 10.368], [16.623, 15.649, 10.288], [16.082, 13.557, 8.650], [13.818, 15.026, 10.132], [14.085, 14.440, 11.758], [13.842, 13.277, 10.394], [15.274, 14.020, 8.159], [15.746, 12.524, 8.711], [17.044, 13.754, 8.116], [11.555, 12.429, 14.871], [10.916, 13.653, 13.754], [9.418, 13.507, 13.847], [11.454, 12.713, 12.318], [11.394, 12.800, 15.904], [12.617, 12.460, 14.726], [11.129, 11.456, 14.679], [10.943, 11.738, 12.493], [12.601, 12.668, 12.380], [11.122, 13.269, 11.473]],
  "mulliken_charge": [-0.603, 0.736, -0.551, -0.421, 0.341, 0.342, 0.150, -0.650, 0.952, -0.566, -0.536, 0.360, 0.225, 0.197, -0.066, 1.025, -0.560, -0.575, -0.006, -0.238, 0.370, -0.426, 0.916, -0.524, -0.575, 0.309, -0.166, 0.458, -0.205, 0.882, -0.536, -0.551, -0.261, 0.246, 0.331, -1.104, 0.610, -0.620, -0.388, 0.311, 0.407, 0.305, 0.442, 0.418, -0.391, -0.443, 0.191, -0.484, -0.328, 0.383, 0.335, -0.181, -0.123, 0.135, 0.496, -0.631, 0.217, -0.365, -0.355, 0.289, -0.024, 0.491, 0.275, 0.366, -0.142, -0.781, 0.527, -0.654, -0.884, 0.458, 0.238, 0.198, 0.316, 0.299, 0.326, 0.900, 0.349, -0.474, -0.312, -0.538, -0.293, 0.070, -0.203, -0.114, 0.657]
}

***

{
  "formula": "C14H25N3",
  "method": "the ωB97M-V functional and the def2-TZVPD basis",
  "lumo_energy_ev": 0.207,
  "energy_ha": -712.1319,
  "e_above_lowest_kcal_mol": 346.0,
  "homo_lumo_gap_ev": 8.41,
  "elements": ["C", "C", "C", "C", "C", "C", "C", "C", "C", "C", "C", "C", "C", "C", "H", "H", "H", "H", "H", "H", "H", "H", "H", "H", "H", "H", "H", "H", "H", "H", "H", "H", "H", "H", "H", "H", "H", "H", "H", "N", "N", "N"],
  "positions_angstrom": [[-2.011, 2.297, -0.585], [-2.153, 1.416, -1.620], [-1.745, 0.570, -2.486], [-0.404, -0.166, -2.561], [0.694, 2.092, -2.559], [2.081, 2.333, -1.680], [2.065, 2.571, -0.014], [2.845, 0.426, 0.842], [2.287, -0.626, 1.835], [0.893, -1.299, 1.568], [-1.615, -1.131, 1.487], [-1.986, -2.483, 2.073], [-2.333, -3.657, 1.306], [-2.526, -4.953, 1.485], [-1.983, 1.690, 0.453], [-2.060, 3.354, -0.739], [-2.474, -0.275, -2.827], [-0.437, -1.095, -1.598], [-0.317, -0.441, -3.625], [0.917, 0.441, -1.045], [0.923, 2.460, -3.662], [0.047, 2.911, -2.339], [2.261, 3.443, -1.790], [3.000, 1.882, -2.234], [3.057, 3.048, 0.136], [1.412, 3.468, -0.263], [1.858, 1.761, 2.044], [3.306, 0.199, -0.031], [3.715, 1.123, 1.315], [2.346, 0.050, 2.859], [3.005, -1.482, 1.866], [0.494, -1.983, 2.283], [0.818, -2.061, 0.718], [0.151, 0.313, 0.984], [-1.450, -1.369, 0.352], [-2.551, -0.292, 1.454], [-2.183, -2.699, 3.346], [-1.696, -5.529, 1.917], [-3.617, -5.562, 1.799], [0.629, 0.626, -2.112], [1.724, 1.580, 0.961], [-0.222, -0.448, 1.733]],
  "nbo_charge": [-0.492, 0.102, -0.358, -0.174, -0.244, -0.403, -0.235, -0.226, -0.417, -0.264, -0.282, -0.302, 0.044, -0.421, 0.239, 0.224, 0.218, 0.189, 0.194, 0.404, 0.204, 0.188, 0.183, 0.211, 0.168, 0.212, 0.394, 0.212, 0.173, 0.202, 0.225, 0.215, 0.158, 0.407, 0.187, 0.226, 0.232, 0.223, 0.228, -0.690, -0.682, -0.674]
}

***

{
  "formula": "C4H9O2",
  "method": "the ωB97M-V functional and the def2-TZVPD basis",
  "lumo_energy_ev": 4.139,
  "energy_ha": -308.2669,
  "charge": -1,
  "e_above_lowest_kcal_mol": 48.9,
  "homo_lumo_gap_ev": 7.94,
  "elements": ["C", "C", "H", "H", "H", "H", "H", "H", "C", "C", "O", "O", "H", "H", "H"],
  "positions_angstrom": [[-0.245, 0.693, -1.539], [-0.607, -0.569, -2.327], [0.641, 1.245, -1.730], [-1.175, 1.517, -1.438], [-0.086, 0.521, -0.475], [-1.562, -0.693, -2.321], [0.075, -1.308, -1.704], [-0.213, -0.668, -3.491], [0.759, 0.347, 2.237], [0.052, -0.860, 1.995], [-0.940, -1.143, 2.828], [0.290, -1.402, 0.888], [1.902, 0.340, 1.982], [0.778, 0.688, 3.291], [0.331, 1.294, 1.805]],
  "nbo_charge": [-0.615, -0.595, 0.195, 0.152, 0.255, 0.184, 0.257, 0.159, -0.705, 0.705, -0.811, -0.774, 0.186, 0.198, 0.208]
}

***

{
  "formula": "C4H11NO2S",
  "method": "the ωB97M-V functional and the def2-TZVPD basis",
  "lumo_energy_ev": 0.612,
  "smiles": "NC(=O)CCCS.O",
  "energy_ha": -762.4384,
  "e_above_lowest_kcal_mol": 6.8,
  "homo_lumo_gap_ev": 9.69,
  "elements": ["C", "C", "C", "S", "C", "N", "O", "H", "H", "H", "H", "H", "H", "H", "H", "H", "H", "H", "O"],
  "positions_angstrom": [[-0.059, 1.132, -0.796], [-0.660, 0.758, 0.549], [-1.673, -0.384, 0.613], [-3.312, 0.277, 0.102], [0.753, 0.002, -1.384], [2.090, 0.014, -1.004], [0.322, -0.988, -1.940], [0.455, 2.082, -0.683], [-0.825, 1.204, -1.580], [0.079, 0.533, 1.327], [-1.040, 1.687, 0.976], [-1.365, -1.216, -0.015], [-1.766, -0.702, 1.648], [-3.619, -0.576, -0.871], [2.628, -0.783, -1.320], [2.604, 0.859, -0.885], [1.011, -1.414, 1.635], [2.557, -1.258, 1.505], [1.820, -1.227, 2.123]],
  "nbo_charge": [-0.514, -0.414, -0.516, -0.068, 0.686, -0.849, -0.609, 0.224, 0.242, 0.223, 0.219, 0.243, 0.218, 0.130, 0.392, 0.389, 0.470, 0.475, -0.942]
}

***

- What is the formula in the fourth record?
  C4H11NO2S

***

- Which formula does entry 3 have?
  C4H9O2